[1]
Formula: C4H7N3
Source: the OMol25 dataset
Level of theory: the ωB97M-V functional and the def2-TZVPD basis

Each line ends with the Löwdin charge.
Element x y z (Å)
1 N 0.862643 -0.273586 1.476756  -0.021
2 N 2.032322 -0.089871 1.702445  0.138
3 N 2.589303 -0.019012 -0.063887  0.052
4 C -1.907895 0.733314 0.071104  -0.110
5 C -1.085932 -0.548540 -0.094895  -0.223
6 C 0.366207 -0.372964 0.222793  -0.318
7 C 1.439772 -0.210842 -0.652514  -0.168
8 H -2.960238 0.561026 -0.180064  0.068
9 H -1.857933 1.093181 1.104566  0.072
10 H -1.524790 1.528788 -0.578261  0.073
11 H -1.154773 -0.899437 -1.132737  0.107
12 H -1.509929 -1.346019 0.525290  0.107
13 H 1.309377 -0.249003 -1.731282  0.127
14 H 3.402930 0.096402 -0.670733  0.095

Forces on atoms 1 to 6 (eV/Å):
N 0.93 0.14 0.27
N -0.44 -0.07 -1.46
N -0.43 -0.07 0.29
C -0.04 0.06 0.03
C 0.00 -0.05 -0.01
C -0.05 0.02 -0.22

Summary:
F_max = 1.53 eV/A
Relative energy (zero: lowest compared OMol25 entry of this formula, charge and spin) = 196.2 kJ/mol
Charge = 0

---

[2]
Formula: C18H21N3PdS2
Source: the OMol25 dataset
Level of theory: the ωB97M-V functional and the def2-TZVPD basis

Each line ends with the Löwdin spin population.
Element x y z (Å)
1 Pd -0.846185 0.947514 0.676385  1.137
2 S -2.903728 -0.076695 0.092064  0.230
3 S 0.497088 -0.229012 2.270581  0.273
4 N 1.798897 1.432702 0.095536  0.005
5 N -1.782671 3.251212 0.781485  0.018
6 N -0.332962 0.305864 -1.501072  0.101
7 C 1.441868 2.065668 -1.154502  0.001
8 C -1.560300 4.354268 0.564549  0.003
9 C 0.805659 1.059829 -2.095080  0.006
10 C 0.940675 1.482041 2.378111  0.024
11 C -1.564068 0.338644 -2.303664  0.008
12 C 1.538436 4.237284 2.523928  0.041
13 C 0.940155 3.589642 3.603075  0.000
14 C -3.893149 0.270381 -3.810753  0.005
15 C 0.058802 -1.109842 -1.295360  0.002
16 C 1.530581 2.159249 1.286656  0.042
17 C 1.834519 3.516920 1.380199  -0.001
18 C -3.944445 0.157786 -2.432212  0.010
19 C -1.264686 5.763322 0.289060  0.001
20 C 0.648765 2.242548 3.525118  0.041
21 C -2.788649 0.172961 -1.647459  0.033
22 C -1.510069 0.418454 -3.691987  0.005
23 C 3.080765 0.744702 0.116552  0.003
24 C -2.669649 0.394950 -4.453172  0.001
25 H 0.706940 2.845777 -0.944937  -0.001
26 H 2.310000 4.005706 0.536651  -0.001
27 H 1.785037 5.290747 2.584814  0.003
28 H 0.699784 4.139498 4.504437  -0.001
29 H -4.813030 0.254426 -4.382527  0.000
30 H -0.639973 6.161394 1.085943  0.000
31 H -0.555538 0.476779 -4.196863  0.000
32 H 0.166666 1.738076 4.352917  0.001
33 H 0.331154 -1.567667 -2.252035  0.001
34 H -2.189866 6.331811 0.226995  0.000
35 H -2.611289 0.463609 -5.531600  0.000
36 H 3.173366 0.099756 -0.759468  0.000
37 H -0.780250 -1.639332 -0.851703  0.000
38 H 0.475325 1.594357 -2.981705  0.001
39 H -0.730275 5.844025 -0.655514  0.000
40 H 3.137448 0.110389 0.999831  0.001
41 H 1.554608 0.337821 -2.431535  0.002
42 H 0.898685 -1.143499 -0.604205  0.002
43 H 3.921479 1.453134 0.120872  0.000
44 H -4.898470 0.051524 -1.929657  0.003
45 H 2.290159 2.552182 -1.658638  0.000

Forces on atoms 1 to 6 (eV/Å):
Pd -0.49 -0.41 -0.18
S -0.11 0.06 -0.09
S -0.03 0.31 -0.15
N 0.30 0.01 0.06
N 0.12 0.01 -0.08
N 0.02 0.20 -0.04

Summary:
E_tot = -1786.97914 hartree
Multiplicity = 3
F_max = 0.66 eV/A
Charge = 0

---

[3]
Formula: C4H33N2O13
Source: the OMol25 dataset
Level of theory: the ωB97M-V functional and the def2-TZVPD basis

Each line ends with the Löwdin charge.
Element x y z (Å)
1 O -0.019480 4.067314 1.266615  -0.041
2 O 1.414066 2.448928 -3.402100  -0.046
3 O -1.124890 -1.150903 0.586123  -0.020
4 O -3.816894 -1.397991 0.268454  -0.085
5 O -3.747210 0.793255 2.074105  -0.053
6 O -1.370223 1.733778 1.676474  -0.090
7 O 2.825482 -0.100490 -3.405690  -0.009
8 O -0.685564 0.546623 -3.266855  -0.038
9 O 0.619300 -3.939746 -0.490280  -0.041
10 O -0.201937 -2.821215 -2.759824  -0.070
11 O -2.309377 -2.636995 -1.380872  -0.087
12 O 0.936499 1.589440 -0.485122  0.097
13 O 0.182691 1.046762 3.796629  -0.066
14 N 1.935073 1.622517 1.419057  0.092
15 N 1.350551 -1.090312 -1.180802  0.202
16 C 2.411887 0.999083 2.687206  -0.171
17 C 1.438569 0.398406 3.673709  -0.211
18 C 1.773719 -0.554873 0.145522  -0.050
19 C 1.430894 0.935996 0.363395  -0.510
20 H -0.982017 1.139341 1.004220  0.043
21 H -0.291183 -3.802727 -0.838941  0.031
22 H 3.102365 1.614509 3.122645  0.071
23 H 2.481782 -0.354238 -4.281436  0.088
24 H -1.135425 -2.030089 0.255432  0.002
25 H 1.871383 2.697793 1.466163  0.180
26 H 0.948696 2.130193 -2.655252  -0.023
27 H -4.623052 -1.834127 0.134973  0.037
28 H -0.674132 1.599797 2.451080  0.086
29 H -0.631179 -3.406511 -3.400304  0.072
30 H -2.825944 -2.066129 -0.843165  -0.042
31 H 1.015227 -0.528822 3.262688  0.119
32 H 0.628828 -0.555644 -1.520222  0.066
33 H 0.029170 5.034584 1.340714  0.063
34 H -2.993164 -3.176747 -1.950813  0.157
35 H 2.785346 -0.815581 0.354970  0.123
36 H -1.996418 -0.955335 0.945804  0.031
37 H 3.306070 0.146502 2.493426  0.183
38 H 1.102813 -1.089619 0.901692  0.130
39 H -1.442667 0.409587 -3.831005  0.047
40 H -2.891837 1.249321 1.933932  -0.012
41 H -4.353882 1.512481 2.133757  0.043
42 H 2.625530 0.782104 -3.446910  -0.040
43 H -4.021576 -0.459682 0.740259  0.120
44 H -0.028883 0.986256 -3.826103  0.020
45 H 1.106909 -2.093112 -1.130555  0.101
46 H 0.141469 1.772459 4.394622  0.099
47 H 0.431663 -4.398359 0.308814  0.042
48 H -0.884787 -2.462409 -2.206004  -0.045
49 H 2.231755 -0.952267 -1.806327  0.169
50 H -0.820414 3.644168 1.441948  -0.029
51 H 1.676030 3.381419 -3.208160  0.098
52 H 2.068386 0.391325 4.672316  0.170

Forces on atoms 1 to 6 (eV/Å):
O 3.44 1.45 -0.55
O 1.31 1.37 -1.29
O 0.85 1.68 0.66
O 0.82 3.74 1.64
O 0.13 -0.86 -0.43
O 2.23 -0.65 1.27

Summary:
F_max = 5.05 eV/A
Relative energy (zero: lowest compared OMol25 entry of this formula, charge and spin) = 370.3 kJ/mol
Charge = +1

---

[4]
Formula: C19H18BClF3NO8
Source: the OMol25 dataset
Level of theory: the ωB97M-V functional and the def2-TZVPD basis

Each line ends with the Löwdin charge.
Element x y z (Å)
1 Cl 2.550077 2.717365 2.648362  0.657
2 F -4.503330 -3.420255 1.906176  0.128
3 F -5.361043 -2.980090 -0.096746  0.087
4 F -4.327158 -1.383624 0.993607  0.126
5 O -1.902378 -2.145073 5.022282  0.130
6 O 0.905157 4.647969 3.059808  0.043
7 O -2.643480 -2.032540 -0.867986  -0.010
8 O 0.966104 -0.970782 -2.416702  -0.067
9 O 0.918229 -2.743957 -0.191297  0.132
10 O -2.354682 -1.531912 3.073475  -0.057
11 O -0.127387 0.512424 3.355268  0.120
12 O 1.726980 4.684444 -1.332745  0.102
13 N -2.005052 -2.591683 3.950045  0.023
14 C 0.018624 0.592108 0.919505  0.008
15 C -0.984944 -2.180287 1.214468  -0.041
16 C 3.332072 -1.540681 -1.717414  -0.216
17 C -1.772286 -3.496914 0.954517  -0.030
18 C 2.345252 -1.023920 -2.833250  -0.183
19 C -1.279929 -1.294105 2.197936  -0.122
20 C -2.973122 -3.144115 -0.019993  -0.205
21 C -0.924603 4.736687 -1.060419  -0.024
22 C 0.802132 1.461271 -1.774033  0.076
23 C 0.092588 2.023027 0.646615  -0.116
24 C 0.486890 2.409261 -0.719989  -0.035
25 C 0.730660 0.026630 -1.497354  -0.192
26 C -0.273668 3.029310 1.768316  -0.083
27 C 0.338341 -0.370351 -0.154011  0.030
28 C -0.424098 0.013359 2.302839  -0.228
29 C 0.192169 -1.882949 0.223954  -0.245
30 C 0.979682 3.585828 2.529937  -0.736
31 C 4.860164 -1.374141 -2.099255  -0.105
32 C -4.287779 -2.730879 0.753973  -0.483
33 B 0.524231 4.000009 -1.046539  -0.403
34 H -0.929829 2.567486 2.556444  0.133
35 H 1.646963 4.998449 -2.255256  0.112
36 H 5.041640 -0.774012 -3.025446  0.069
37 H 5.325476 -2.393863 -2.170719  0.073
38 H 5.345264 -0.822411 -1.245919  0.073
39 H -0.957732 5.636325 -0.397417  0.076
40 H -3.174667 -4.003526 -0.707503  0.163
41 H -1.698723 4.019906 -0.664291  0.069
42 H -1.155790 4.952002 -2.135990  0.076
43 H 1.096743 1.829448 -2.785197  0.129
44 H 3.145270 -2.645912 -1.629004  0.105
45 H 2.684340 -0.064998 -3.312358  0.121
46 H -3.449626 -1.712921 -1.310017  0.114
47 H 2.386833 -1.795049 -3.653685  0.137
48 H -0.849710 3.921057 1.401834  0.117
49 H 3.110072 -1.091074 -0.717836  0.106
50 H -2.130518 -4.001920 1.885714  0.116
51 H -1.060422 -4.220418 0.473293  0.130

Forces on atoms 1 to 6 (eV/Å):
Cl -0.86 -0.18 -0.41
F 0.15 0.84 -1.14
F 0.94 0.20 1.04
F 0.02 -1.61 0.16
O -0.24 -1.06 -0.34
O 0.12 -0.37 -0.09

Summary:
E_tot = -2176.00053 hartree
Structure (SMILES) = CCCOc1cc(B(C)O)c(CC(=O)Cl)c2c1C(=O)C(C[C@H](O)C(F)(F)F)=C(ON=O)C2=O
F_max = 2.44 eV/A
Charge = 0

---

[5]
Formula: C4H13N2O2
Source: the OMol25 dataset
Level of theory: the ωB97M-V functional and the def2-TZVPD basis

Each line ends with the Löwdin charge.
Element x y z (Å)
1 O -0.592619 -2.622688 1.009914  0.046
2 O 1.258083 -1.010663 -2.348159  -0.103
3 N -1.347287 -0.340156 -0.290389  0.203
4 N -0.808142 2.415324 -0.599628  0.020
5 C -0.476998 0.327943 0.796790  -0.273
6 C 0.710706 -0.627200 1.064173  -0.129
7 C 0.002284 1.739469 0.393487  -0.231
8 C 0.403782 -2.032064 1.396188  -0.221
9 H 1.243515 -0.264953 2.071459  0.184
10 H 1.110234 -2.620620 2.025294  0.144
11 H -1.225878 0.311332 1.672774  0.181
12 H -1.521262 -1.278657 -0.016078  0.091
13 H 1.470314 -0.459020 0.236940  0.135
14 H 1.208879 -1.997541 -2.329647  0.065
15 H 0.094732 2.245201 1.417253  0.156
16 H -1.047001 3.418835 -0.421746  0.118
17 H -0.428750 2.316075 -1.483023  0.045
18 H 1.899347 -0.884201 -3.130823  0.103
19 H -0.703296 -0.475752 -1.086710  0.137
20 H 1.029090 1.629850 0.021101  0.114
21 H -2.279730 0.209485 -0.399163  0.215

Forces on atoms 1 to 6 (eV/Å):
O 0.35 0.69 0.13
O 1.33 -1.06 -1.66
N -0.06 2.36 -0.24
N -1.63 1.10 2.57
C -1.80 -1.46 0.91
C 1.64 2.51 1.92

Summary:
F_max = 3.56 eV/A
Relative energy (zero: lowest compared OMol25 entry of this formula, charge and spin) = 245.7 kJ/mol
Charge = +1

---

[6]
Formula: C3H4NP
Source: the OMol25 dataset
Level of theory: the ωB97M-V functional and the def2-TZVPD basis

Each line ends with the Löwdin charge.
Element x y z (Å)
1 P -1.410172 0.191363 -0.273210  0.859
2 N 1.073254 1.048174 -0.228118  -0.044
3 C -0.049325 -0.935854 -0.347806  -0.353
4 C -0.166316 1.495791 -0.089263  -0.385
5 C 1.169028 -0.288886 -0.362519  -0.238
6 H -1.668946 0.455023 1.199445  0.009
7 H 2.129092 -0.637859 -0.301985  0.072
8 H -0.174438 -1.981659 -0.487253  0.030
9 H -0.521479 2.482000 0.162678  0.050

Forces on atoms 1 to 6 (eV/Å):
P -0.14 0.75 1.12
N -1.49 3.92 0.96
C 1.36 -0.36 0.29
C 1.34 -1.57 -0.65
C -4.30 -0.30 0.25
H 0.33 -0.76 -1.38

Summary:
Structure (SMILES) = C1=NC=[PH]=C1
F_max = 4.32 eV/A
Relative energy (zero: lowest compared OMol25 entry of this formula, charge and spin) = 67.3 kJ/mol
Charge = 0